# 1
C35H59GeNOP2S4V | the ωB97M-V functional and the def2-TZVPD basis

- HOMO energy (spin up / spin down) (eV) = -0.5 / -1.4
- E (a.u.) = -6795.5652
- molar mass (g mol⁻¹) = 823.63
- 2S+1 = 4
- charge = -2
- <S²> = 3.766
- gap between HOMO and LUMO (spin up / spin down) (eV) = 4.60 / 5.50
- E_LUMO (spin up / spin down) (eV) = 4.14 / 4.14

Geometry as XYZ:
```
104
Properties=species:S:1:pos:R:3:forces:R:3
V -0.206 1.011 -0.521 -0.082 -0.429 0.699
C 3.233 2.252 -1.701 -0.042 0.111 0.023
C 3.170 0.745 -1.935 0.008 -0.085 -0.129
C 4.565 0.165 -2.166 0.049 0.020 -0.081
P 2.008 0.000 -0.701 0.407 0.099 0.265
C 2.071 -1.839 -0.929 -0.035 -0.051 0.030
C 1.892 -2.249 -2.388 0.030 -0.059 -0.054
C 3.237 -2.576 -0.276 0.061 -0.044 -0.002
C 2.757 0.131 0.965 -0.153 -0.039 -0.071
C 4.093 0.343 1.259 0.095 0.007 -0.074
C 4.600 0.276 2.553 -0.100 -0.001 0.057
C 6.045 0.561 2.846 0.137 -0.012 0.007
C 3.706 -0.066 3.563 0.035 0.010 -0.012
C 2.362 -0.256 3.305 -0.107 0.017 0.033
C 1.825 -0.106 2.009 -0.070 -0.107 -0.123
N 0.513 -0.312 1.657 0.125 0.210 0.005
C -0.503 -0.025 2.501 -0.127 -0.007 -0.088
C -0.428 0.871 3.606 0.156 -0.102 -0.083
C -1.500 1.128 4.423 -0.075 0.039 0.039
C -2.752 0.543 4.212 0.154 -0.033 -0.083
C -3.935 0.852 5.084 -0.075 0.002 0.137
C -2.865 -0.262 3.095 -0.178 0.017 -0.032
C -1.805 -0.545 2.232 -0.079 0.013 0.127
P -2.159 -1.468 0.730 0.376 0.153 -0.087
C -2.059 -3.254 1.131 -0.011 -0.120 -0.043
C -0.600 -3.702 1.057 -0.030 -0.017 0.032
C -2.646 -3.638 2.487 -0.035 -0.051 0.079
C -3.902 -1.109 0.280 -0.153 0.126 -0.112
C -4.071 -1.198 -1.239 -0.029 -0.038 0.058
C -4.999 -1.955 0.929 -0.136 -0.040 0.019
H 3.720 2.740 -2.549 0.046 0.047 -0.036
H 3.799 2.492 -0.798 0.018 -0.002 0.060
H 2.233 2.675 -1.586 -0.007 -0.040 -0.003
H 2.595 0.600 -2.861 0.027 -0.037 0.057
H 5.239 0.351 -1.332 0.019 0.022 -0.012
H 5.012 0.640 -3.045 0.000 0.016 -0.032
H 4.557 -0.907 -2.344 -0.064 -0.097 -0.031
H 1.159 -2.108 -0.393 -0.019 0.016 -0.008
H 2.836 -2.201 -2.936 0.064 0.058 -0.029
H 1.153 -1.641 -2.912 -0.006 0.034 0.067
H 1.548 -3.288 -2.439 0.013 -0.013 -0.009
H 4.206 -2.198 -0.608 0.009 -0.004 -0.018
H 3.190 -3.639 -0.536 -0.007 -0.063 0.000
H 3.214 -2.494 0.811 -0.022 0.046 0.014
H 4.783 0.562 0.455 -0.017 -0.001 0.063
H 6.646 0.523 1.934 -0.007 -0.010 -0.016
H 6.463 -0.166 3.547 0.005 -0.007 0.013
H 6.192 1.552 3.285 -0.027 0.031 0.011
H 4.067 -0.186 4.581 0.021 0.001 0.011
H 1.702 -0.537 4.117 -0.025 0.021 0.012
H 0.496 1.406 3.767 0.059 -0.015 0.026
H -1.371 1.836 5.237 -0.025 0.008 0.027
H -3.617 1.172 6.078 0.011 0.012 0.010
H -4.577 -0.022 5.215 -0.014 -0.026 -0.020
H -4.556 1.650 4.670 -0.007 0.041 -0.033
H -3.845 -0.671 2.871 0.053 0.053 0.021
H -2.617 -3.754 0.327 -0.021 0.004 0.039
H 0.010 -3.148 1.772 0.034 0.047 0.031
H -0.183 -3.525 0.070 -0.003 -0.019 -0.088
H -0.532 -4.768 1.291 0.034 -0.020 -0.003
H -2.120 -3.111 3.284 0.026 0.023 0.030
H -2.515 -4.711 2.651 -0.009 -0.026 0.003
H -3.706 -3.412 2.584 0.065 -0.015 -0.007
H -4.031 -0.052 0.546 0.041 -0.088 0.022
H -4.073 -2.243 -1.570 0.031 -0.004 -0.009
H -3.297 -0.663 -1.776 0.092 0.080 0.006
H -5.028 -0.750 -1.513 -0.056 -0.024 -0.016
H -4.913 -3.001 0.621 0.004 -0.006 0.019
H -5.965 -1.595 0.566 -0.025 -0.003 -0.015
H -5.033 -1.929 2.018 0.023 0.051 -0.061
S -3.315 2.432 -3.602 0.046 -0.013 0.037
C -2.144 2.109 -2.436 -0.011 -0.116 0.163
S -2.470 2.047 -0.721 -0.236 0.067 -0.253
S -0.487 1.766 -2.819 -0.175 0.070 -0.344
C -0.622 5.622 1.380 0.007 0.081 0.007
Ge 0.546 4.547 0.201 -0.058 -0.089 -0.027
C 2.355 5.349 0.407 0.016 -0.047 0.042
C 0.003 5.064 -1.611 -0.018 0.006 -0.028
C 0.537 2.690 0.699 0.218 0.128 0.106
H -0.496 6.690 1.186 -0.024 0.072 0.009
H -0.396 5.424 2.429 0.025 -0.005 0.065
H -1.663 5.355 1.199 -0.068 -0.038 -0.015
H 2.291 6.430 0.532 -0.001 0.111 0.006
H 2.970 5.144 -0.470 0.050 -0.042 -0.076
H 2.854 4.922 1.277 0.049 0.006 0.067
H 0.079 6.149 -1.726 0.002 0.071 0.000
H -1.025 4.756 -1.794 -0.082 -0.017 -0.027
H 0.619 4.582 -2.369 0.052 -0.023 -0.032
H -0.202 2.639 1.518 0.000 -0.013 -0.055
H 1.512 2.520 1.185 -0.019 -0.029 -0.057
O -1.221 -1.181 -0.408 -0.167 0.132 -0.183
S -1.387 -1.306 -3.572 0.023 -0.033 0.084
C -1.791 -3.077 -3.731 -0.031 -0.056 -0.079
C -1.773 -3.394 -5.223 0.002 -0.027 -0.016
C -2.344 -2.162 -5.919 -0.028 0.034 0.005
C -1.593 -0.966 -5.344 -0.040 0.087 -0.105
H -2.778 -3.273 -3.307 -0.041 0.028 0.015
H -1.065 -3.665 -3.168 0.041 -0.017 0.004
H -2.334 -4.304 -5.458 -0.011 -0.009 0.012
H -0.740 -3.548 -5.549 0.026 0.012 -0.017
H -3.407 -2.070 -5.681 -0.015 -0.005 0.014
H -2.250 -2.215 -7.007 0.018 -0.006 -0.013
H -2.134 -0.025 -5.438 -0.015 0.009 0.013
H -0.620 -0.850 -5.825 0.019 -0.015 0.043
```
Positions in Å, forces in eV/Å.

---

# 2
C35H60BN6O2PrSi2 | the ωB97M-V functional and the def2-TZVPD basis

- HOMO energy (spin up / spin down) (eV) = -7.6 / -7.6
- E (a.u.) = -2969.5647
- molar mass (g mol⁻¹) = 804.80
- 2S+1 = 3
- charge = 0
- <S²> = 2.002
- gap between HOMO and LUMO (spin up / spin down) (eV) = 6.89 / 6.88
- E_LUMO (spin up / spin down) (eV) = -0.70 / -0.70
- energy relative to the best compared isomer or geometry (same formula, charge and spin) (kJ/mol) = 383.20

Geometry as XYZ:
```
107
Properties=species:S:1:pos:R:3:forces:R:3
Pr -0.085 0.648 0.498 -0.552 -1.255 -0.908
B -2.196 3.618 -0.936 1.065 -0.190 0.775
N -2.072 3.510 0.628 -0.432 0.876 0.041
C -2.587 4.332 1.562 -1.624 0.950 -0.882
C -2.500 3.758 2.799 0.415 0.258 1.017
C -1.806 2.618 2.549 0.939 -1.478 -0.771
N -1.550 2.433 1.233 -0.777 0.706 1.128
N -0.711 3.461 -1.490 -0.089 0.371 -0.446
C -0.212 4.363 -2.368 0.326 -1.725 -0.024
C 1.066 3.895 -2.730 0.389 0.845 -0.863
C 1.254 2.752 -1.997 -0.401 -1.143 0.546
N 0.184 2.459 -1.272 -1.078 0.994 0.398
H -2.458 4.783 -1.150 -0.438 -0.425 -0.236
H -2.888 2.691 -1.298 0.022 0.467 -0.185
H -3.192 5.232 1.377 0.783 -0.524 -0.588
H -2.777 4.110 3.785 -0.098 0.152 -0.399
H -1.403 1.917 3.227 0.211 -0.687 0.788
H -0.937 5.070 -2.754 0.689 0.315 0.078
H 1.824 4.214 -3.444 -0.594 0.474 0.186
H 2.018 2.003 -1.909 0.737 0.310 -0.428
C -2.601 -2.248 2.649 0.109 -0.716 0.989
Si -1.709 -3.143 1.285 0.853 0.020 -0.132
C -0.896 -4.701 1.966 0.645 -1.137 0.209
C -3.128 -3.814 0.263 0.115 -0.563 -0.650
C -0.694 -1.973 0.296 0.585 -0.145 -0.981
Si 0.779 -2.544 -0.732 -0.459 0.724 0.684
C 1.766 -0.958 -1.279 -1.900 0.045 -1.188
C 0.377 -3.271 -2.437 -1.179 0.610 -0.929
C 1.987 -3.619 0.209 0.657 -1.101 -0.017
H -3.392 -1.654 2.228 -0.533 0.275 -0.162
H -2.049 -1.626 3.343 0.418 0.214 -0.119
H -3.024 -3.031 3.295 -0.376 0.165 -0.123
H 0.086 -4.722 2.447 0.009 0.820 0.251
H -0.678 -5.485 1.205 -0.731 0.468 0.014
H -1.567 -5.148 2.718 0.004 -0.009 -0.305
H -3.584 -4.721 0.719 -0.037 0.789 -0.248
H -2.803 -4.089 -0.757 0.071 -0.079 0.393
H -3.826 -2.992 0.100 -0.451 -0.188 0.219
H -1.445 -1.876 -0.520 0.147 0.465 0.013
H 1.083 -0.395 -1.982 0.416 -0.363 0.489
H 2.606 -1.180 -1.900 0.754 -0.376 -0.345
H 2.114 -0.233 -0.579 0.557 0.450 0.998
H -0.099 -4.277 -2.519 0.481 0.635 0.342
H 1.300 -3.255 -3.023 0.017 -0.249 -0.070
H -0.338 -2.568 -3.008 0.924 -0.835 0.920
H 2.139 -3.305 1.253 -0.103 -0.009 -0.429
H 2.999 -3.748 -0.250 -0.726 0.357 0.167
H 1.589 -4.655 0.251 0.065 0.470 0.068
C 1.668 -1.650 3.079 0.155 -3.132 -0.061
C 1.574 -0.718 4.220 0.280 0.499 2.488
C 0.147 -0.345 4.616 0.499 0.410 0.358
C 2.373 0.595 4.003 -0.137 -0.423 -0.120
C 3.141 1.054 5.057 0.370 0.149 1.889
C 3.828 2.259 5.089 0.110 0.475 0.095
C 3.815 3.069 3.942 -0.208 0.258 1.313
C 3.029 2.695 2.889 -0.647 -0.979 -1.322
C 3.068 3.553 1.630 1.028 0.023 1.262
C 1.740 4.078 1.178 0.428 0.318 -1.778
C 3.899 2.812 0.601 0.821 -2.306 2.121
C 2.305 1.445 2.895 -0.512 0.656 -1.126
O 1.484 1.154 1.798 1.339 0.147 1.774
H 1.666 -1.200 2.121 0.387 0.607 -0.882
H 0.896 -2.469 2.970 0.247 1.037 0.674
H 2.586 -2.257 3.246 -0.184 0.551 -0.660
H 1.992 -1.283 5.157 -0.344 1.255 -1.599
H -0.320 0.035 3.741 -0.648 0.874 -0.806
H 0.122 0.396 5.437 -0.013 -0.290 -0.485
H -0.462 -1.185 4.873 -0.136 -0.788 0.437
H 3.101 0.483 6.004 0.157 0.166 -0.650
H 4.285 2.627 6.028 -0.135 -0.476 -0.742
H 4.275 4.075 3.920 -0.070 -0.806 0.077
H 3.694 4.462 1.855 -0.558 -0.756 0.196
H 1.137 3.316 0.670 0.003 0.427 0.591
H 2.040 4.791 0.382 -0.720 0.027 0.250
H 1.222 4.606 1.967 -0.302 -0.003 0.122
H 3.501 1.842 0.297 -0.625 0.349 -0.500
H 4.830 2.422 1.104 -0.563 0.797 -0.261
H 4.213 3.428 -0.164 0.402 1.126 -2.048
N 5.572 -4.835 2.162 -1.386 -0.557 0.779
N 6.757 -5.251 2.837 -0.119 -0.015 -0.223
H 4.779 -4.620 2.830 1.391 0.271 -1.444
H 5.775 -4.147 1.436 -0.236 -0.259 0.743
H 6.561 -6.071 3.414 -0.078 0.250 -0.480
H 7.040 -4.516 3.453 0.406 0.321 0.616
C -5.391 -0.619 -6.963 1.588 -3.577 -0.494
C -4.315 -0.276 -5.988 -0.916 0.197 2.946
C -4.661 -0.171 -4.602 -0.175 0.231 -1.042
C -3.790 0.188 -3.591 -0.634 -1.412 -0.730
C -4.293 0.223 -2.206 -1.979 -0.295 -0.297
C -2.464 0.342 -3.930 0.637 0.308 0.318
C -1.423 0.443 -2.913 0.596 0.490 1.998
O -1.454 0.312 -1.660 -0.876 -0.116 -2.748
C -2.079 0.339 -5.287 1.315 0.676 0.505
C -0.631 0.805 -5.599 -0.522 -2.148 1.475
C -3.000 -0.021 -6.265 1.762 -0.381 -2.806
H -5.813 0.237 -7.399 -0.849 1.041 -0.537
H -6.112 -1.328 -6.490 0.166 1.037 -0.287
H -4.922 -1.280 -7.781 -0.661 1.206 0.825
H -5.655 -0.401 -4.262 -0.484 0.000 -0.321
H -5.404 0.280 -2.280 0.569 -0.597 0.193
H -4.094 1.175 -1.793 0.895 0.725 1.035
H -3.987 -0.640 -1.607 0.066 0.436 0.084
H -0.458 0.701 -3.347 0.317 -0.173 0.251
H -0.273 1.601 -4.962 -0.260 0.431 -0.048
H -0.512 1.062 -6.594 0.040 0.645 -2.048
H 0.070 -0.032 -5.417 -0.248 0.230 -0.125
H -2.634 -0.226 -7.353 -0.565 0.816 1.968
```
Positions in Å, forces in eV/Å.

---

# 3
C35H60Ge2N2S3SbSi3Tl | the ωB97M-V functional and the def2-TZVPD basis

- HOMO energy (spin up / spin down) (eV) = -9.6 / -10.2
- E (a.u.) = -8108.6953
- molar mass (g mol⁻¹) = 1160.70
- 2S+1 = 2
- charge = +1
- <S²> = 0.760
- gap between HOMO and LUMO (spin up / spin down) (eV) = 6.74 / 6.14
- E_LUMO (spin up / spin down) (eV) = -2.90 / -4.02
- energy relative to the best compared isomer or geometry (same formula, charge and spin) (kJ/mol) = 3.61

Geometry as XYZ:
```
107
Properties=species:S:1:pos:R:3:forces:R:3
Tl 0.851 -0.597 0.718 -0.057 0.136 -0.250
C 5.265 -2.713 0.152 -0.015 -0.026 -0.017
C 4.073 -1.793 0.222 0.011 0.012 0.018
S 2.569 -2.531 0.020 -0.086 0.013 0.099
C 4.300 -0.421 0.417 0.005 -0.013 0.006
C 5.723 0.071 0.484 -0.015 0.030 0.009
S 3.113 0.776 0.591 -0.123 -0.003 0.197
H 4.951 -3.751 0.224 0.006 0.001 -0.009
H 5.973 -2.504 0.954 -0.001 -0.009 0.016
H 5.794 -2.581 -0.796 0.017 0.007 -0.008
H 6.191 -0.256 1.416 0.006 -0.006 0.011
H 5.759 1.157 0.452 0.006 -0.005 0.003
H 6.321 -0.328 -0.336 0.013 0.001 -0.014
N -0.773 2.400 1.725 -0.031 0.027 0.030
C -1.599 1.991 0.723 0.019 -0.086 0.072
S -2.568 0.642 0.916 0.037 -0.094 0.015
N -1.523 2.691 -0.417 -0.007 0.058 -0.010
C -2.250 2.437 -1.673 -0.029 0.003 0.059
C -1.928 1.068 -2.281 0.151 -0.030 0.018
C -2.263 1.008 -3.727 -0.052 -0.028 -0.036
C -2.240 2.091 -4.509 0.068 0.033 0.037
C -1.882 3.383 -3.935 -0.002 -0.009 -0.025
C -1.847 3.538 -2.612 0.050 -0.029 -0.010
H -0.957 2.023 2.645 0.023 -0.035 -0.107
H -0.342 3.312 1.689 -0.014 -0.019 0.015
H -0.948 3.523 -0.413 0.036 -0.066 -0.011
H -2.441 0.283 -1.731 0.007 -0.016 0.032
H -2.490 0.035 -4.145 -0.012 -0.008 -0.026
H -2.455 2.019 -5.567 -0.020 0.000 -0.025
H -1.687 4.220 -4.592 0.016 0.015 -0.005
H -1.644 4.514 -2.182 0.020 0.025 0.002
C -1.892 -4.200 4.423 -0.030 -0.040 -0.061
Ge -1.526 -3.429 2.664 0.087 0.141 0.022
C -0.573 -4.643 1.461 -0.028 0.008 0.006
C -3.183 -2.820 1.836 0.031 -0.009 -0.024
Ge 0.006 -1.565 3.071 0.104 0.082 -0.076
C -0.598 -0.172 4.299 0.044 -0.030 -0.004
C -1.951 0.161 4.400 0.043 -0.038 -0.062
C -2.382 1.100 5.325 -0.015 0.024 0.017
C -1.467 1.715 6.169 -0.030 0.003 -0.004
C -0.124 1.378 6.095 0.044 -0.015 -0.011
C 0.308 0.436 5.170 -0.037 0.087 -0.042
C 1.801 -2.145 3.610 -0.072 -0.004 0.054
C 2.868 -1.247 3.665 0.022 0.010 -0.016
C 4.140 -1.672 4.017 0.012 -0.002 -0.016
C 4.366 -3.008 4.319 0.021 0.003 0.004
C 3.316 -3.911 4.277 -0.024 -0.014 -0.004
C 2.043 -3.480 3.927 0.012 -0.011 -0.074
H -2.625 -5.000 4.324 -0.014 -0.019 0.013
H -2.302 -3.435 5.082 -0.005 0.003 0.017
H -0.995 -4.609 4.884 0.031 0.000 0.009
H -1.241 -5.431 1.113 -0.015 -0.017 0.003
H 0.282 -5.101 1.954 0.015 -0.010 -0.020
H -0.209 -4.094 0.591 0.006 -0.015 -0.028
H -3.778 -3.690 1.554 -0.019 -0.017 0.013
H -2.981 -2.233 0.941 -0.003 0.012 -0.017
H -3.765 -2.214 2.529 -0.015 0.027 -0.008
H -2.674 -0.306 3.745 -0.014 0.004 -0.029
H -3.433 1.346 5.393 -0.014 0.003 -0.003
H -1.803 2.445 6.893 -0.008 0.014 0.013
H 0.590 1.840 6.764 0.011 0.006 0.010
H 1.356 0.172 5.136 -0.019 0.004 0.051
H 2.713 -0.199 3.433 0.023 0.009 -0.067
H 4.954 -0.959 4.061 0.006 0.011 0.003
H 5.358 -3.342 4.595 0.014 -0.005 0.000
H 3.486 -4.952 4.518 -0.003 -0.010 0.005
H 1.236 -4.203 3.892 -0.006 -0.011 0.025
C 1.863 3.606 -1.583 -0.002 -0.013 -0.022
Si 1.836 2.246 -2.869 0.035 -0.060 0.047
C 1.414 2.925 -4.558 -0.036 -0.040 0.032
C 3.457 1.319 -2.984 -0.037 -0.041 0.059
Sb 0.199 0.420 -2.041 -0.172 0.000 0.160
Si -4.222 2.644 -1.439 0.006 -0.002 0.007
C -4.503 3.556 0.168 -0.004 -0.037 0.003
C -4.890 3.725 -2.813 0.040 -0.006 0.007
C -5.138 1.019 -1.562 0.060 0.011 0.009
Si 0.366 -1.472 -3.808 0.026 0.017 0.051
C 2.050 -2.249 -3.618 -0.046 -0.002 0.049
C -1.001 -2.656 -3.339 0.020 0.027 -0.001
C 0.197 -0.803 -5.544 -0.043 0.035 0.038
H 2.800 4.162 -1.653 0.018 0.032 -0.011
H 1.795 3.209 -0.570 0.021 -0.023 0.046
H 1.047 4.312 -1.750 -0.026 -0.007 -0.007
H 2.340 3.229 -5.051 0.036 0.011 -0.008
H 0.764 3.794 -4.485 -0.036 0.025 -0.008
H 0.924 2.186 -5.192 -0.009 0.001 -0.026
H 4.287 2.023 -3.073 0.008 0.047 -0.009
H 3.466 0.685 -3.872 -0.003 -0.013 -0.041
H 3.635 0.694 -2.109 0.022 0.000 -0.055
H -3.950 4.498 0.187 0.017 0.026 -0.009
H -4.227 2.968 1.042 0.000 0.005 0.005
H -5.563 3.805 0.253 -0.041 0.016 -0.008
H -4.502 4.743 -2.778 0.012 0.028 -0.007
H -5.975 3.780 -2.700 -0.043 0.005 0.020
H -4.681 3.315 -3.801 -0.010 -0.009 -0.023
H -4.886 0.321 -0.769 0.014 -0.034 0.036
H -4.946 0.542 -2.526 0.001 -0.007 -0.030
H -6.209 1.225 -1.513 -0.038 0.012 0.009
H 2.261 -2.501 -2.579 0.024 -0.018 -0.028
H 2.836 -1.584 -3.974 0.037 0.032 -0.006
H 2.101 -3.169 -4.204 -0.027 -0.018 -0.047
H -0.821 -3.061 -2.341 -0.009 -0.014 0.016
H -1.046 -3.494 -4.038 0.012 -0.016 -0.019
H -1.979 -2.172 -3.334 -0.025 -0.006 0.004
H 0.965 -0.054 -5.744 0.024 -0.007 -0.017
H -0.774 -0.354 -5.743 -0.017 0.019 0.001
H 0.344 -1.620 -6.254 0.012 -0.039 -0.003
```
Positions in Å, forces in eV/Å.